The following is a quantum chemistry calculation of a cluster of 10 separate species, C32H79BFN2O11PS2 in total at a distorted geometry, from OMol25.

Results
E in eV: -94320.93206
Multiplicity: 1
HOMO energy in eV: -8.94
SMILES: COB(O)[C@](F)(C#N)[C@@](S)(C#N)[PH2]=S.CC(C)O.CC(C)O.CC(C)O.CC(C)O.CC(C)O.CC(C)O.CC(C)O.CC(C)O.CC(C)O
Energy above the lowest of the compared OMol25 structures with the same formula, charge and spin in eV: 0.000

The geometry in XYZ format:
```
129
C32H79BFN2O11PS2 the ωB97M-V functional and the def2-TZVPD basis
C -0.30012 -1.68280 3.15769
O 0.81937 -2.62348 3.37399
B 0.74503 -3.54065 2.32498
O 1.08007 -3.12518 1.04636
C 0.29029 -5.08452 2.46898
F 1.34641 -5.85693 1.94036
C -0.95306 -5.35337 1.60926
N -1.99987 -5.54939 1.25210
C 0.08138 -5.58529 3.93779
S 1.64662 -5.54627 4.93676
C -0.96103 -4.78849 4.69849
N -1.89164 -4.48047 5.24833
P -0.41095 -7.44242 3.81481
S -2.25098 -7.77462 4.37154
H -1.20912 -2.32100 3.02816
H -0.42486 -1.02403 4.03761
H -0.14528 -1.12522 2.21254
H 1.39138 -2.20275 1.05132
H 1.64019 -6.77553 5.54784
H 0.42218 -8.23806 4.64831
H -0.17715 -7.85417 2.46964
C 4.63570 -0.05035 1.76124
C 3.83382 0.61262 2.87045
C 4.23508 0.08111 4.23751
O 2.44148 0.37812 2.65752
H 4.46061 -1.13043 1.74823
H 4.33011 0.33185 0.78557
H 5.70596 0.12768 1.88742
H 3.98581 1.69399 2.83787
H 4.04682 -0.99450 4.30586
H 3.64463 0.55772 5.02249
H 5.29312 0.26293 4.43705
H 2.29292 -0.57545 2.68349
C 0.53550 4.02244 0.43779
C -0.28079 3.18118 1.40870
C -0.30798 3.80927 2.79229
O 0.27672 1.87331 1.49009
H 1.57334 4.10447 0.77424
H 0.55656 3.55616 -0.55036
H 0.12013 5.02873 0.34030
H -1.30156 3.07314 1.03275
H 0.70130 3.88414 3.20339
H -0.88766 3.19283 3.48274
H -0.74804 4.80957 2.76340
H 1.18114 1.95045 1.82305
C 0.24593 -0.67472 -1.83755
C 1.49692 0.09001 -1.43904
C 2.13100 0.77844 -2.63712
O 2.43973 -0.81414 -0.85060
H 0.48094 -1.45756 -2.56564
H -0.19082 -1.17109 -0.96738
H -0.50145 -0.00856 -2.27150
H 1.24564 0.83196 -0.67793
H 2.43237 0.04888 -3.39274
H 3.03425 1.31485 -2.33680
H 1.43950 1.48832 -3.09609
H 2.66808 -1.47619 -1.51447
C 2.75522 7.39027 2.72713
C 1.94498 6.55518 3.70509
C 1.91851 7.18969 5.08652
O 2.50839 5.24472 3.79221
H 3.79557 7.47762 3.05653
H 2.77350 6.91726 1.74290
H 2.33710 8.39308 2.62442
H 0.92561 6.44331 3.33411
H 2.93001 7.26985 5.49697
H 1.34226 6.57386 5.77967
H 1.47570 8.18714 5.05436
H 3.41173 5.33017 4.11928
C -2.37634 9.32948 0.75318
C -1.01500 9.37223 1.42958
C 0.00810 10.09496 0.56670
O -0.56751 8.04142 1.68706
H -2.32078 8.78974 -0.19686
H -3.09788 8.79994 1.37805
H -2.75371 10.33566 0.56024
H -1.10060 9.87392 2.39553
H 0.14205 9.58038 -0.38947
H 0.98257 10.10995 1.05881
H -0.29841 11.12385 0.36810
H -0.48746 7.58569 0.84054
C -3.17771 -8.38405 -2.21118
C -2.74142 -7.13138 -2.95372
C -1.22981 -6.96438 -2.91578
O -3.36283 -5.98804 -2.36596
H -2.88811 -8.33098 -1.15740
H -4.26401 -8.48551 -2.23785
H -2.73219 -9.27905 -2.65045
H -3.07943 -7.18289 -3.99114
H -0.87647 -6.86499 -1.88498
H -0.93097 -6.05619 -3.44336
H -0.72627 -7.81711 -3.37587
H -3.07231 -5.93085 -1.44630
C 5.76071 -0.07235 -4.82506
C 4.67321 -0.92673 -5.45828
C 5.09357 -1.42962 -6.83059
O 3.47380 -0.16202 -5.57634
H 5.96774 0.80946 -5.43857
H 5.44180 0.28943 -3.84544
H 6.68714 -0.63734 -4.70392
H 4.44917 -1.77607 -4.80917
H 5.27872 -0.59270 -7.51035
H 4.30065 -2.03246 -7.27702
H 6.00006 -2.03513 -6.76930
H 3.65735 0.59274 -6.14801
C -5.18185 -3.15593 -5.56294
C -6.02269 -3.96979 -4.59039
C -6.11229 -3.28792 -3.23326
O -5.45283 -5.26488 -4.43468
H -4.15851 -3.04539 -5.19194
H -5.11741 -3.66101 -6.52871
H -5.60594 -2.16100 -5.71679
H -7.02609 -4.10754 -4.99933
H -5.11924 -3.18257 -2.78681
H -6.70924 -3.88639 -2.54276
H -6.56405 -2.29650 -3.31721
H -4.56288 -5.15620 -4.07137
C -4.93231 -0.70915 -0.00180
C -3.67878 0.07386 0.35649
C -3.08542 0.78088 -0.84562
O -2.69012 -0.80600 0.88555
H -4.70974 -1.47890 -0.74681
H -5.32755 -1.22220 0.87688
H -5.70802 -0.05238 -0.40113
H -3.91773 0.80398 1.13261
H -2.79444 0.05115 -1.60686
H -2.18101 1.31900 -0.55218
H -3.78718 1.48994 -1.29054
H -2.47632 -1.45278 0.20194
```